Below is a 2-piece molecular cluster, C3H4O3S overall in a non-equilibrium geometry, with properties calculated with ωB97M-V/def2-TZVPD.

2S+1: 1
LUMO level (Ha): -0.0096
Gap between HOMO and LUMO (eV): 9.349
Relative energy (zero: lowest compared OMol25 entry of this formula, charge and spin) (kcal/mol): 183.22

CARTESIAN COORDINATES (ANGSTROEM)
C 0.49615 1.08691 1.04693
C 0.21852 -1.69323 -1.96772
C 0.87516 -0.40408 -1.43980
O -1.24948 1.85354 3.04061
O -2.00577 0.69612 1.14558
O 1.12168 -1.52540 -0.80381
S -0.90645 1.20159 1.86440
H 1.30736 1.41267 1.68887
H -0.84267 -1.97005 -1.88960
H 0.71763 -2.14670 -2.77808
H 0.26787 1.48863 0.09262